No. 1
Formula: C29H47BCl2N3O6SiYb
Source: OMol25
Level of theory: wB97M-V/def2-TZVPD

Calculated values
Strongest force on any atom, eV/A: 3.97
Electronic energy, Ha: -4142.42865
Orbital gap (alpha / beta), hartree: 0.16354 / 0.26569
2S+1: 2
⟨S²⟩: 0.75
Relative energy (zero: lowest compared OMol25 entry of this formula, charge and spin), kJ/mol: 378.4

Geometry (Å):
H: -0.8831 -5.3762 3.2677
C: -1.6505 -4.9862 2.5837
H: -0.6914 -0.0537 -7.5849
H: -2.9574 3.2960 -1.2547
C: 1.5889 1.4999 -4.8493
C: 1.7633 2.5257 5.1133
H: -1.4491 2.1415 4.8127
H: 0.7724 4.1848 6.0154
H: -3.4402 4.7025 -0.3117
C: 3.0248 0.9998 6.5434
C: -0.3208 -0.3293 4.3819
B: 1.3824 1.1869 3.3730
H: -1.8953 1.1594 -1.9527
H: -0.1528 -5.4554 0.5689
O: -1.0416 1.6291 0.4818
Yb: 0.5163 -0.0438 -0.0459
H: -1.7902 5.9449 0.2176
C: 1.9919 3.0365 7.4248
H: 3.9154 -3.6367 -5.6666
C: -3.0107 3.6971 -0.2322
C: 2.8199 -3.6160 -5.7608
H: 3.2018 1.6628 8.5753
H: -0.3453 5.3064 1.0679
Si: -1.1934 -1.0088 -3.0397
O: 1.1934 2.5623 3.8856
H: -1.0040 -1.3156 6.4871
O: 1.2764 -0.5167 -2.0890
O: -0.4734 -1.7441 1.4710
N: -1.0838 -3.9710 1.6850
H: -3.0584 1.3532 5.0570
H: 2.8752 -2.3288 -1.9839
H: -0.8815 1.5561 -3.3214
H: -2.5720 -0.9172 -4.9911
H: 2.6013 -3.8037 -2.9708
C: -2.3606 -0.1851 -4.2130
C: -0.0755 0.3959 -6.7991
H: -0.1450 1.4535 -1.8624
C: 1.8379 -0.5334 -3.4436
C: -1.0329 5.1635 0.2274
H: 2.4402 -4.4999 -5.2322
H: -2.2782 -0.6834 -0.7680
C: 0.3421 -0.3541 -5.6761
Cl: 1.9540 1.3325 1.5479
H: -3.2706 -0.0002 -3.6305
H: -0.1442 3.1630 1.5105
H: -1.7474 -2.5052 2.9418
C: 1.4451 3.3383 6.1750
N: -1.6740 3.8631 0.3346
H: -2.7732 -2.1135 -1.6969
C: 2.5370 1.3294 5.2823
C: 2.9930 -2.7767 -2.9664
H: -3.6598 3.0890 0.3982
C: 1.1927 2.2641 -5.9396
H: 0.1351 -1.2965 4.6042
H: 2.2854 -1.5567 -6.0960
Cl: -0.7033 -2.7725 -4.0856
H: 1.5860 3.2880 -6.0329
H: -2.3819 -0.2104 6.8853
H: 1.8027 3.6938 8.2715
C: -0.3803 -4.3917 0.4775
C: -1.1040 -2.6819 2.0606
C: -0.9253 2.8485 0.7999
N: -1.4254 0.0356 5.0096
H: -0.9970 -4.2258 -0.4272
C: -1.9020 -0.8116 6.0969
H: 2.8702 -0.0504 -3.4763
C: 0.3297 1.7420 -6.9041
H: -1.2539 -2.1647 -0.8354
C: 2.3584 -2.2783 -5.2670
C: 2.7696 1.8798 7.5942
C: 2.2879 -1.9276 -3.9580
H: -2.2072 1.2745 3.4707
H: 0.5368 -3.7919 0.3411
C: -1.9150 -1.4981 -1.4018
C: -0.9342 0.9101 -2.4410
H: 0.0103 2.3375 -7.7567
C: 1.1061 0.2035 -4.6366
H: 4.0612 -2.8071 -3.2453
H: 3.6054 0.0774 6.6604
H: -2.5890 -1.5967 5.7427
H: 2.5958 -3.7697 -6.8289
H: -2.1124 -5.8192 2.0304
O: 2.4402 0.5382 4.1945
O: 0.1160 0.4831 3.4221
C: -2.0830 1.2724 4.5663
H: -2.4072 -4.4834 3.2023
H: 2.3153 1.8792 -4.1226
H: -2.0471 0.7599 -4.6783
H: -0.4812 5.2346 -0.7216
H: 0.0283 -1.4064 -5.6637

Atoms 1-6, force components in eV/Å:
H -0.118 -0.022 -0.299
C -0.108 0.353 0.147
H 0.246 0.085 0.404
H -0.133 -0.111 0.298
C -0.309 0.062 0.175
C 0.244 -1.300 0.489

=====

No. 2
Formula: C6H23NO6
Source: OMol25
Level of theory: wB97M-V/def2-TZVPD

Calculated values
Strongest force on any atom, eV/A: 2.53
SMILES: COCCNCCOC.O.O.O.O
Electronic energy, Ha: -748.53533
Orbital gap, hartree: 0.33978
Relative energy (zero: lowest compared OMol25 entry of this formula, charge and spin), kJ/mol: 254.0

Geometry (Å):
H: -1.3756 -5.0067 1.6108
H: 0.2933 -6.4123 -1.3340
C: -0.0649 -3.3928 2.0233
H: 1.3624 4.8078 -2.3997
H: 0.4431 -7.0349 0.3580
H: 0.3203 2.5336 0.4723
H: 1.0209 -3.1936 2.1949
H: 1.0732 -0.9584 0.9406
H: 0.9467 1.8564 -2.1677
C: 0.0849 1.1469 -1.9988
O: 0.0233 3.2488 -0.1128
H: -0.1896 4.0744 0.3794
H: 1.4226 4.2440 -0.9527
O: 1.8789 4.8208 -1.6267
H: -0.5225 -0.5060 1.5660
H: 0.5835 6.1775 -1.0720
H: 0.1059 -5.5128 2.2329
H: -0.5858 -3.2616 2.9482
H: -1.4658 5.5447 1.8325
C: -0.3101 -4.8039 1.5560
H: -0.3609 6.1556 0.8478
O: 0.1066 -4.9669 0.2078
C: -0.1178 -6.2819 -0.3094
H: -0.5067 -3.0609 0.1356
H: -1.1939 -6.4418 -0.3538
N: -0.5899 -2.5241 0.9954
H: 0.0249 0.4577 -2.8393
C: 0.0083 -1.1685 0.8371
H: 0.6826 7.6984 -0.9397
H: -0.8183 1.7357 -2.0053
H: -0.0295 -1.4799 -1.3046
H: -1.4853 -0.5648 -0.6808
C: -0.3762 -0.7211 -0.5729
O: 0.0473 6.9920 -0.9195
O: -0.7392 5.3175 1.2062
O: 0.3036 0.4813 -0.7550

Atoms 1-6, force components in eV/Å:
H -0.561 0.098 -0.120
H -0.156 0.604 0.699
C 1.126 0.281 -0.835
H -1.067 -0.360 -1.538
H -1.122 0.810 -0.886
H -0.228 0.468 -0.143

=====

No. 3
Formula: C4H14NO3
Source: OMol25
Level of theory: wB97M-V/def2-TZVPD

Calculated values
Strongest force on any atom, eV/A: 1.42
Charge: -1
Electronic energy, Ha: -441.29449
Orbital gap, hartree: 0.29122
Relative energy (zero: lowest compared OMol25 entry of this formula, charge and spin), kJ/mol: 63.8

Geometry (Å):
C: -0.0845 -2.2596 -0.8205
H: -1.3007 -0.6735 0.7893
H: 1.6590 2.4928 1.9186
O: -0.4178 1.0503 0.1737
C: -1.1641 -0.0439 -0.1149
H: -0.6925 2.9517 1.7897
H: -0.7476 -4.0997 0.1282
C: -0.5355 -0.9025 -1.3375
O: 2.5636 2.3913 1.5354
H: -1.6830 -3.6495 -1.2913
H: 2.5479 2.2308 0.5941
H: -0.0942 1.6039 1.3959
H: 0.6785 -2.6902 -1.4857
H: 0.3726 0.7264 -2.0704
O: -0.0327 2.3615 2.1882
N: 0.6312 -0.2396 -1.8886
H: 0.5284 -2.0031 0.0587
H: -2.1955 0.1487 -0.4962
H: 1.2172 -0.0785 -1.0716
H: -1.8555 -2.6863 0.2090
C: -1.1588 -3.2467 -0.4169
H: -1.3600 -0.9155 -2.0580

Atoms 1-6, force components in eV/Å:
C 1.135 0.026 0.014
H 0.034 -0.300 -0.182
H -0.136 -0.135 -0.846
O 0.031 0.101 -0.397
C 0.152 -0.245 -0.391
H 0.402 -0.062 0.351

=====

No. 4
Formula: C6H14AgF3N2O2
Source: OMol25
Level of theory: wB97M-V/def2-TZVPD

Calculated values
Strongest force on any atom, eV/A: 2.23
Charge: -2
Electronic energy, Ha: -943.47744
Orbital gap, hartree: 0.16921
Relative energy (zero: lowest compared OMol25 entry of this formula, charge and spin), kJ/mol: 82.4

Geometry (Å):
H: 0.7209 -0.9298 -4.1151
O: -1.5084 0.6290 1.3708
H: 1.2346 -2.9934 -3.3583
C: 0.3736 -0.6314 -3.1252
H: 0.3442 0.7454 2.8424
C: -0.9503 1.5177 0.7672
C: -0.7899 -1.3464 -1.1148
H: -0.3486 0.1815 -3.1751
N: 0.1334 2.1382 1.2670
H: 1.7500 3.3072 0.6431
F: -1.8129 -3.7141 1.3675
H: 1.7167 1.8249 2.5350
N: -0.0709 -1.7450 -2.3255
O: 0.5544 -3.8635 -1.6965
C: 0.5814 -2.9382 -2.4562
F: 0.9629 -2.0964 1.7360
H: -0.1897 -0.6415 -0.5342
H: -1.0583 -2.1416 -0.4203
H: -1.7144 -0.8609 -1.4508
H: -1.2894 1.8577 -0.2265
C: 0.6275 1.7682 2.5795
C: 0.6603 3.3244 0.6563
F: -0.6795 -1.7204 4.5477
H: 0.2509 2.4118 3.3833
H: 0.2635 4.2437 1.1156
H: 1.2597 -0.2030 -2.6193
Ag: -1.3436 -1.5601 2.1859
H: 0.3215 3.4361 -0.3797

Atoms 1-6, force components in eV/Å:
H -0.309 -0.095 -0.096
O -0.794 0.400 -0.480
H -0.235 0.328 -0.182
C 1.277 0.112 0.644
H 0.059 -0.065 -0.251
C -0.095 -0.591 0.618